No. 1
This record from the Open Molecules 2025 dataset describes C6H8 in the gas phase. The level of theory is ωB97M-V/def2-TZVPD.

ORCA input file:
```
! wB97M-V def2-TZVPD RIJCOSX def2/J DEFGRID3
* xyz 0 1
C 2.995 -0.234 -0.824
C 1.820 -0.103 -0.587
C 0.420 -0.156 -0.273
C -0.292 -1.145 -0.838
C -0.245 0.919 0.567
C -1.643 0.418 0.900
H 4.024 -0.359 -1.070
H 0.086 -1.680 -1.694
H -1.275 -1.448 -0.503
H 0.302 1.218 1.469
H -0.260 1.816 -0.072
H -1.504 -0.607 1.254
H -2.173 0.960 1.680
H -2.256 0.402 -0.009
*
```

Its energy above the lowest of the compared OMol25 structures with the same formula, charge and spin is 1.892 eV. Its structure (SMILES) is C#CC(=C)CC. The calculation puts the highest occupied orbital energy at -8.966 eV.


No. 2
This record from the Open Molecules 2025 dataset describes a 2-piece molecular cluster, C3BrFN2 overall at a distorted geometry. The level of theory is ωB97M-V/def2-TZVPD.

ORCA input file:
```
! wB97M-V def2-TZVPD RIJCOSX def2/J DEFGRID3
* xyz 0 1
C -0.388 -1.134 -0.233
C -0.354 1.251 -0.169
C -0.151 -0.025 0.520
N -0.698 -2.165 -0.671
N -0.439 2.132 -0.909
F -0.450 -0.118 1.812
Br 2.480 0.059 -0.349
*
```

Its energy above the lowest of the compared OMol25 structures with the same formula, charge and spin is 1.886 eV. The calculation puts the highest occupied orbital energy (alpha / beta) at -10.876 / -10.846 eV.


No. 3
This record from the Open Molecules 2025 dataset describes C29H39Cl2N2O8SSbTl as an isolated structure at a distorted geometry. The level of theory is ωB97M-V/def2-TZVPD.

ORCA input file:
```
! wB97M-V def2-TZVPD RIJCOSX def2/J DEFGRID3
* xyz -1 1
Tl 0.657 -0.032 -0.532
O -2.528 1.529 2.385
C -2.003 0.808 1.535
O -1.645 1.117 0.361
C -1.779 -0.667 1.918
C -2.563 -1.230 2.920
C -2.408 -2.570 3.224
C -1.442 -3.299 2.542
C -0.698 -2.656 1.568
N -0.875 -1.378 1.244
H -3.276 -0.594 3.425
H -3.027 -3.047 3.973
H -1.273 -4.345 2.756
H 0.056 -3.186 0.994
Cl 2.291 -0.996 -3.642
C 2.278 -2.443 -2.623
Cl 0.616 -2.874 -2.169
H 2.812 -2.210 -1.703
H 2.701 -3.267 -3.185
C -5.140 1.694 -2.403
C -4.357 0.723 -3.278
Sb -2.690 -0.228 -2.185
C -3.994 -1.289 -0.777
C -5.169 -2.037 -1.390
C -2.651 -1.875 -3.649
C -1.727 -1.528 -4.812
H -5.884 2.245 -2.984
H -4.475 2.417 -1.927
H -5.663 1.155 -1.611
H -3.906 1.246 -4.124
H -5.013 -0.052 -3.677
H -4.335 -0.538 -0.061
H -3.346 -1.977 -0.230
H -5.808 -1.363 -1.962
H -5.784 -2.502 -0.614
H -4.815 -2.824 -2.057
H -3.655 -2.085 -4.019
H -2.282 -2.760 -3.126
H -2.108 -0.665 -5.361
H -1.639 -2.365 -5.510
H -0.726 -1.281 -4.455
C -0.216 6.766 -0.235
C 0.585 5.514 0.002
C 0.137 4.568 0.920
C 0.854 3.404 1.143
C 2.033 3.175 0.452
C 2.473 4.094 -0.487
C 1.757 5.261 -0.705
S 2.955 1.625 0.731
C 4.184 2.439 1.810
O 2.061 0.888 1.668
H -0.421 7.273 0.709
H -1.177 6.518 -0.691
H 0.312 7.457 -0.892
H -0.791 4.737 1.453
H 0.508 2.666 1.855
H 3.381 3.891 -1.045
H 2.106 5.974 -1.443
H 3.645 2.861 2.655
H 4.699 3.203 1.233
H 4.862 1.655 2.129
O 4.748 -0.605 0.867
C 3.889 -1.502 0.913
O 2.890 -1.677 0.169
C 4.099 -2.564 1.989
C 3.004 -3.183 2.582
C 3.189 -4.123 3.577
C 4.482 -4.454 3.964
C 5.587 -3.863 3.362
C 5.388 -2.912 2.380
N 4.686 -5.433 5.013
O 3.704 -5.944 5.526
O 5.831 -5.702 5.338
H 2.013 -2.906 2.251
H 2.355 -4.616 4.055
H 6.578 -4.155 3.675
H 6.221 -2.416 1.902
C -0.877 3.463 -2.541
O -0.583 2.265 -1.856
H -0.260 4.291 -2.180
H -1.933 3.739 -2.443
H -0.658 3.300 -3.598
H -1.032 2.254 -0.990
*
```

Its energy above the lowest of the compared OMol25 structures with the same formula, charge and spin is 0.591 eV. The calculation puts the highest occupied orbital energy at -5.322 eV.


No. 4
This record from the Open Molecules 2025 dataset describes a 4-piece molecular cluster, C5H20N3O3 overall at a distorted geometry. The level of theory is ωB97M-V/def2-TZVPD.

ORCA input file:
```
! wB97M-V def2-TZVPD RIJCOSX def2/J DEFGRID3
* xyz 1 1
C -2.936 -0.839 -0.546
C -1.525 -0.942 -0.015
C -1.612 -0.799 1.550
C -0.356 -0.178 2.183
N 2.227 0.863 1.904
C 1.120 1.618 1.761
N -0.112 1.216 1.724
N -0.656 0.051 -0.693
H -3.491 0.078 -0.326
H -3.557 -1.633 -0.142
H -2.953 -0.881 -1.646
H -1.158 -1.933 -0.280
H -2.492 -0.217 1.832
H -1.710 -1.810 1.952
H 0.448 -0.902 2.048
H -0.443 -0.085 3.273
H 2.388 -0.103 1.655
H 3.053 1.232 2.363
H 1.154 2.701 1.664
H 0.345 -0.136 -0.714
H -1.044 0.230 -1.667
H -0.619 0.901 -0.090
H -0.569 1.647 -3.568
H -2.017 0.808 -3.425
O -1.118 0.969 -3.147
H 2.108 -2.663 0.138
H 2.055 -1.716 -1.085
O 1.658 -1.891 -0.243
H 2.730 -0.512 -2.316
H 2.609 0.700 -3.302
O 2.563 0.411 -2.387
*
```

Its energy above the lowest of the compared OMol25 structures with the same formula, charge and spin is 2.070 eV. The calculation puts the highest occupied orbital energy at -12.220 eV.


No. 5
This record from the Open Molecules 2025 dataset describes C5H7NO3 as an isolated structure at a distorted geometry. The level of theory is ωB97M-V/def2-TZVPD.

ORCA input file:
```
! wB97M-V def2-TZVPD RIJCOSX def2/J DEFGRID3
* xyz 0 1
C -0.448 -0.185 1.518
C -1.073 -0.919 -1.258
C 1.048 -0.339 1.466
C -0.316 0.052 -0.402
C -0.395 1.493 -0.716
N 1.106 -0.302 -0.036
O -0.442 -2.115 -1.380
O -1.182 0.140 2.358
O -2.112 -0.639 -1.699
H 1.576 0.550 1.712
H 1.440 -1.145 1.988
H -0.294 2.013 0.169
H -1.435 1.543 -1.220
H 0.344 1.782 -1.433
H 1.815 0.279 -0.299
H 0.366 -2.209 -0.768
*
```

Its energy above the lowest of the compared OMol25 structures with the same formula, charge and spin is 3.564 eV. The calculation puts the highest occupied orbital energy at -9.314 eV.


Look up the energy above the lowest of the compared OMol25 structures with the same formula, charge and spin of the first one.
1.892 eV


What is the formula in the third record?
C29H39Cl2N2O8SSbTl


Which of these has the highest energy above the lowest of the compared OMol25 structures with the same formula, charge and spin?
C5H7NO3


Which value of energy above the lowest of the compared OMol25 structures with the same formula, charge and spin does entry 4 give?
2.070 eV